{
  "formula": "C35H36Br2F35N2O5PS3Si",
  "method": "ωB97M-V with the def2-TZVPD basis set",
  "charge": 0,
  "gap_ev": 6.9,
  "mol_weight_g_mol": 1544.68,
  "e_homo_ha": -0.29763,
  "symbols": ["H", "H", "H", "C", "F", "O", "C", "C", "C", "H", "F", "H", "C", "H", "H", "F", "H", "F", "N", "H", "C", "F", "N", "C", "F", "H", "F", "F", "F", "C", "H", "C", "C", "H", "C", "C", "F", "H", "C", "C", "H", "F", "H", "F", "F", "Si", "H", "F", "Br", "F", "F", "H", "H", "H", "H", "F", "F", "F", "H", "F", "H", "F", "C", "H", "F", "C", "C", "S", "H", "C", "C", "C", "C", "C", "H", "C", "H", "H", "C", "C", "O", "C", "F", "C", "H", "F", "F", "F", "F", "S", "C", "H", "H", "F", "H", "C", "C", "F", "H", "F", "F", "C", "F", "S", "H", "O", "O", "C", "H", "F", "C", "P", "H", "F", "H", "C", "O", "Br", "C", "F"],
  "positions_angstrom": [[5.94373, -3.68017, 10.51584], [2.52551, -2.81098, -1.77301], [-6.70763, -3.54186, -6.29366], [2.09835, 0.00833, -5.01381], [0.85567, -3.87655, 8.14387], [-1.40691, 8.49167, -0.10718], [-0.67334, 4.14048, -2.54241], [-6.44158, -4.03610, -7.23024], [4.23772, -2.07224, 8.26206], [-0.14004, 2.95632, -0.76930], [1.85842, -5.23470, 5.98584], [4.36774, 1.27980, -3.35680], [0.91120, 2.02391, -2.56917], [0.48952, 1.49485, -5.26036], [5.48919, 0.24758, -2.33599], [3.71094, -2.94213, 7.36429], [0.28022, 10.35721, -3.19823], [-8.44657, -4.46584, -8.34509], [-0.49948, 0.70779, -0.03203], [1.92402, 1.76723, -2.14058], [-1.26505, 8.57456, -1.52608], [-0.03600, 7.89002, 1.50117], [-1.87491, -1.52802, -0.00974], [-4.54535, -5.06641, -6.13509], [-2.21698, 9.64975, -3.36670], [-8.71880, -5.16893, -5.85632], [-1.09103, 11.18396, 0.77408], [-5.42567, -4.99559, -5.11913], [-1.47857, -4.10232, 4.22659], [4.41303, 0.43417, -2.62572], [0.50965, -1.48703, 6.63946], [5.09856, -1.96467, -4.48573], [3.56390, -2.40979, -1.88282], [-3.10573, -2.97481, 4.21015], [-0.69710, 10.14351, 1.53599], [-1.59559, 9.92879, -2.18370], [-0.10181, -1.56875, 4.45334], [1.20184, 3.89684, -1.49240], [5.87413, -1.63983, 11.08183], [-1.46806, -1.87499, -2.50629], [4.17714, -1.09665, 12.32977], [-0.83819, 11.99204, -3.06261], [3.88032, 0.65621, -1.65943], [0.37963, 10.55753, 2.24640], [0.28063, 11.18698, -1.39082], [3.75528, -1.19738, -3.35951], [-0.50670, -2.01884, 7.93270], [-0.94691, 5.24112, -1.69471], [-2.32882, 2.87642, -4.71744], [-2.04043, -0.63108, 4.58588], [-3.46663, -4.34243, -5.74813], [5.39141, -1.06097, 6.72277], [2.60307, 0.95339, -4.66529], [4.76308, -2.96338, -4.86248], [-1.50563, 9.90557, 2.23126], [5.30238, 0.05659, 8.35625], [3.26691, -1.83285, 9.16194], [-3.04655, 4.45112, -2.62492], [0.04301, -0.08086, -5.98981], [-2.39179, 2.45571, -1.96037], [-3.30145, -6.50673, -7.18486], [-7.28114, -6.53784, -5.72834], [-0.24243, -2.23629, 6.89607], [2.30917, -3.30562, 6.06288], [-2.51236, 10.57366, -1.42589], [4.86595, -0.62650, 11.62227], [-1.35617, -1.13602, -1.20933], [-1.08715, -4.85158, -1.83087], [-0.30611, 8.17415, -1.86134], [-2.03935, -2.90190, 3.98319], [-8.15496, -5.85581, -6.49389], [4.69323, -0.81041, 7.52514], [-0.40651, 10.83688, -2.49509], [-7.47173, -5.10734, -7.63773], [4.31176, -3.13798, 10.68708], [1.44372, -3.94503, 5.88579], [5.38029, -1.25745, -5.32041], [1.10539, 2.34414, -3.62467], [5.28787, -2.83386, 10.30386], [-0.33838, 8.92322, 0.68350], [-5.06451, -4.41395, -7.25597], [0.32586, 3.23202, -1.74685], [0.74920, 9.12430, -0.08423], [-1.38109, -1.79175, 4.80669], [-2.75199, -3.89522, -3.79359], [-5.12154, -7.24394, -6.91270], [-9.02729, -6.76836, -6.99035], [3.62665, -0.16630, 6.98954], [5.51280, 0.37024, 12.27636], [-1.08223, -2.34942, -5.25847], [0.33508, -3.66507, 6.89882], [-2.00537, 7.86704, -1.90428], [3.84195, -1.85330, -0.93879], [6.54390, -2.15847, 12.15112], [4.31765, -3.24512, -1.96667], [-0.09494, -0.05058, -3.73740], [0.53139, 0.37903, -5.09902], [1.03587, -3.77534, 4.61119], [-3.46604, -3.49857, -1.56065], [-6.89060, -5.96919, -8.50306], [-3.65510, -7.10440, -5.31571], [-2.08526, 3.46685, -2.84470], [-1.89312, -2.65732, 2.65807], [-1.34749, -0.27340, 0.98271], [6.01119, -2.07276, -3.83224], [5.29247, -2.74713, 8.87779], [2.21476, -1.08580, -4.09568], [-4.10170, -6.49944, -6.44065], [-6.51108, -3.25164, -7.98608], [4.14790, -0.04005, 10.64399], [0.07019, 0.71976, -2.51088], [-2.38318, -3.51372, -2.48244], [-0.70909, -3.62318, -4.89743], [6.80953, -1.03275, 10.31596], [2.53250, -0.23851, -6.01781], [-0.87221, -1.36102, -3.73945], [-1.46165, -2.02741, 6.18209], [0.15874, 4.95907, -4.15368], [-0.55959, 0.15925, -1.29679], [-0.68061, -4.54944, 6.76555]],
  "forces_ev_per_a": [[0.13, 0.20, -0.07], [0.89, 0.21, -0.08], [-0.04, -0.31, 0.05], [-1.29, 0.52, -0.35], [0.33, 0.17, -0.18], [0.62, 1.03, 0.12], [0.38, 0.30, 1.32], [0.15, 0.80, -0.19], [0.29, -1.28, 1.18], [0.22, 0.00, -0.99], [-0.17, 0.03, 0.31], [0.12, -0.48, 0.86], [-0.11, -0.53, 0.99], [-0.24, -1.13, 0.25], [-1.02, 0.24, -0.43], [0.37, 0.41, -0.09], [-0.07, -0.14, 0.03], [-0.16, 0.05, 0.41], [-0.89, -1.64, -1.18], [-0.99, 0.37, -0.33], [-0.20, -0.78, -0.12], [-0.08, 0.32, 0.30], [2.07, 3.05, -1.31], [-0.76, 1.34, -0.39], [0.43, 0.01, -0.14], [0.08, 0.13, -0.07], [0.00, -0.23, -0.02], [0.39, -0.31, 0.22], [-0.02, 0.23, 0.13], [0.18, -0.06, 0.13], [0.05, -0.24, -0.21], [0.05, 0.75, -0.03], [0.37, 0.23, 0.31], [0.03, 0.20, 0.10], [-0.22, 0.52, 0.46], [-0.60, -0.26, 0.71], [-0.24, -0.02, -0.45], [-1.02, -0.48, -0.32], [0.51, -0.19, -0.76], [-0.21, 1.23, -1.37], [0.05, -0.15, -0.05], [-0.22, -0.20, -0.04], [0.36, 0.04, -1.04], [0.08, -0.31, -0.10], [-0.11, -0.07, -0.06], [0.02, -1.27, 0.78], [-0.08, -0.22, -0.07], [0.23, -1.25, -0.85], [0.01, -0.16, 1.14], [-0.23, -0.26, -0.28], [0.10, -0.47, -0.23], [-0.07, -0.19, 0.04], [-0.21, -1.02, -0.07], [0.43, 0.87, 0.18], [0.04, -0.20, -0.06], [-0.06, -0.26, -0.01], [-0.22, 0.30, -0.49], [1.12, -1.36, -0.41], [0.34, 0.13, 0.97], [0.75, 1.26, -1.26], [0.00, 0.21, 0.03], [-0.02, 0.10, -0.12], [-0.13, 0.59, 0.57], [-0.37, 0.01, -0.06], [0.21, 0.14, -0.07], [-0.16, 0.57, 0.63], [0.80, 0.12, -2.56], [-0.17, 0.05, -0.20], [0.04, 0.28, 0.06], [-0.41, -0.59, -0.35], [-0.70, -0.42, 0.26], [0.33, 0.57, -0.42], [0.28, 0.58, -0.50], [0.75, -0.05, -0.54], [-0.01, 0.31, -0.03], [0.74, -0.36, -0.31], [-0.28, -0.96, 0.64], [-0.34, -0.36, 1.00], [0.08, -0.84, 0.05], [-0.27, -1.16, -1.08], [-0.22, -1.00, 0.60], [0.69, 0.58, -0.52], [0.15, 0.19, 0.44], [0.51, 0.68, 1.33], [-0.59, 0.83, 0.60], [0.04, 0.26, -0.02], [0.06, 0.20, -0.22], [-0.17, -0.34, 0.06], [0.19, -0.24, -0.03], [0.39, 0.48, 0.32], [-0.91, -0.04, 0.01], [-0.09, 0.20, 0.07], [-0.44, -0.57, -0.86], [-0.41, 0.04, 0.17], [-0.95, 0.68, 0.01], [-0.92, -0.11, 1.22], [1.02, 0.38, 0.42], [-0.12, -0.01, 0.13], [-0.04, 0.62, -0.75], [-0.11, -0.09, 0.21], [-0.01, 0.37, 0.07], [-1.41, 0.95, 0.29], [0.04, 0.26, 0.21], [0.16, -0.28, -1.03], [-0.85, -0.07, -0.66], [-0.46, 1.13, -0.03], [1.92, 0.92, -0.18], [0.33, -0.72, -0.16], [0.01, -0.23, -0.11], [0.10, -0.10, 0.03], [-0.94, -1.96, -2.51], [2.18, -0.56, 0.88], [0.00, 0.90, 0.39], [-0.20, 0.15, 0.09], [-0.49, 0.07, 0.75], [-0.33, -0.13, 3.28], [0.44, -0.58, -0.94], [-0.33, -0.39, 0.83], [-0.52, -0.75, 1.83], [0.18, -0.02, -0.13]]
}